No. 1
55
Properties=species:S:1:pos:R:3:forces:R:3:mulliken_charge:R:1 method="wB97M-V/def2-TZVPD" spin_multiplicity=1 de_lowest_kcal_mol=38.07 mol_weight_g_mol=303.35
H 2.662 -2.311 -0.153 0.20 0.05 -0.16 0.3093
H 2.852 -0.025 2.871 0.63 0.89 -0.39 0.3231
O 2.234 1.205 -1.966 0.33 -0.02 -0.70 -0.6877
H -0.418 -4.089 -0.272 -0.30 -0.28 0.32 0.2967
H 1.220 2.409 3.219 0.04 -0.08 -0.04 0.3444
H 2.349 2.506 0.693 0.60 0.36 -0.16 0.4770
H 1.646 -0.617 2.482 -0.76 0.13 -1.19 0.2422
H 2.493 1.280 -1.028 0.38 0.31 -0.33 0.3993
H 1.429 1.357 4.275 -0.06 -0.04 -0.02 0.3052
H -2.601 -0.799 -0.754 -0.52 -1.58 -0.84 0.4255
H -1.123 -3.552 -1.756 -0.18 0.05 0.06 0.2917
O 2.175 0.163 2.200 0.16 -1.27 1.52 -0.5971
H -3.330 -1.107 1.305 -0.13 0.75 1.06 0.5226
H -2.191 -2.327 1.685 -0.09 -0.60 -0.57 0.5770
H 0.730 -2.920 2.926 -0.80 -0.29 -0.25 0.2218
H 0.202 -2.346 1.450 -0.50 -0.29 -0.01 0.3281
H -2.591 0.773 -1.475 -0.68 1.25 -0.15 0.2363
O 1.029 2.220 4.146 -0.02 0.24 0.02 -0.6286
H 1.827 -2.052 -2.890 0.03 -0.14 0.49 0.2700
H 2.972 1.590 -2.461 -0.11 -0.30 0.33 0.2584
N -0.672 -2.008 -0.368 -0.51 -0.88 -1.09 0.9271
O 0.020 2.525 -1.644 -0.29 1.35 1.13 -0.8049
C 0.233 -1.557 -1.481 -0.62 1.82 -0.24 0.0477
O 3.528 -1.968 0.103 -0.31 -0.07 0.17 -0.6725
H 0.953 2.466 -1.919 -0.61 -1.10 -0.45 0.4115
H -4.086 1.951 0.295 0.09 0.04 0.11 0.2438
O -3.478 1.226 0.131 -0.42 -0.33 0.03 -0.6144
H 0.358 2.710 0.068 -0.01 0.00 0.34 0.4557
H 1.521 -3.246 -1.496 0.70 -0.04 -0.38 0.4734
H 0.469 -3.179 -2.859 -0.08 -0.19 -0.45 0.4753
H -2.543 -1.283 -2.857 0.41 -0.46 -0.84 0.2923
C 1.108 -2.566 -2.245 -0.87 0.14 1.30 -1.6970
H -1.322 -0.070 -0.055 0.24 -0.49 -0.01 -0.1962
H -0.718 2.177 1.930 -0.29 -0.53 -0.27 0.3900
H -2.857 1.192 0.878 0.03 0.48 0.17 0.3477
H -2.882 1.974 -2.556 -0.33 -0.15 0.74 0.1650
H -1.581 -0.832 2.048 -0.80 0.82 -0.01 0.2881
O 3.187 2.086 0.395 -0.90 -0.39 0.43 -0.7844
H 3.360 -1.726 1.021 0.11 0.10 -0.02 0.2811
H 0.803 -0.729 -1.058 0.51 -0.22 0.08 0.0077
H -1.958 2.527 2.697 -0.24 -0.25 0.16 0.2357
H 0.285 3.839 1.106 0.23 0.07 0.02 0.3210
H -2.457 -0.110 -3.676 0.37 0.44 -0.42 0.3661
C -1.793 -1.079 -0.091 2.77 1.37 1.44 0.4470
O -2.295 1.277 -2.252 0.91 -0.50 -1.01 -0.6962
H 2.993 1.199 0.744 0.60 -0.05 0.23 0.3901
C -1.135 -3.377 -0.673 -0.12 0.11 -0.78 -1.0831
H -2.174 -3.576 -0.393 0.34 0.04 0.56 0.3782
O -2.218 -1.040 -3.752 -0.76 -0.36 1.04 -0.6736
C -2.266 -1.299 1.339 -0.07 -1.07 -0.34 -2.1332
H -0.374 -1.026 -2.228 -0.09 -0.28 -0.07 0.1766
O 0.895 -2.420 2.129 1.35 0.77 0.07 -0.6623
O -1.618 1.830 2.124 0.31 0.52 0.24 -0.6105
O 0.631 2.942 1.013 -0.45 0.15 -0.66 -0.7872
H -0.617 1.873 -1.986 0.57 0.00 -0.22 0.3789

No. 2
198
Properties=species:S:1:pos:R:3:forces:R:3:mulliken_charge:R:1 method="wB97M-V/def2-TZVPD" spin_multiplicity=1 de_lowest_kcal_mol=20.27 mol_weight_g_mol=1423.84
C -1.875 0.577 -0.863 0.71 0.25 -0.03 -0.4615
H 4.882 2.288 2.665 0.26 -0.39 0.18 -0.4399
H -4.735 6.464 2.150 -0.31 -0.49 0.70 0.4858
C -3.444 -0.986 -4.343 0.27 -0.44 -2.04 -0.6028
H -4.118 -2.896 2.860 0.87 -0.31 0.69 0.4003
H -6.793 5.980 -6.240 0.05 -0.42 0.09 0.3549
C -1.637 -6.087 0.808 -2.75 1.00 -0.85 0.4187
N -4.551 -0.407 -3.877 0.69 0.70 0.54 -0.2890
C 3.729 -1.173 7.728 1.27 0.00 0.09 -0.4049
H 3.191 -3.201 7.857 -2.38 -2.00 1.27 0.5299
H 2.130 -8.227 1.240 -0.69 0.07 0.05 0.4254
H -2.270 -5.437 -3.711 0.19 0.07 0.30 0.4561
H 0.269 1.799 1.433 -0.26 -1.71 -0.54 0.2596
N -4.527 6.484 0.130 -1.77 -1.11 -1.04 -0.4035
C -3.446 -6.588 2.247 -0.91 1.54 -0.24 -0.6558
H 5.666 -5.309 1.250 -0.97 0.41 0.00 0.4133
H 0.475 -1.807 -0.676 0.51 -0.48 -0.38 0.0526
C -1.242 -5.070 -3.712 0.01 -0.93 -1.47 -0.5352
N 1.979 -4.359 0.515 -0.21 0.95 -2.21 0.5059
C -4.576 0.899 -5.849 -1.07 0.82 0.19 -0.1348
C 4.235 -0.085 -1.793 -0.95 -0.99 -0.14 -0.1428
H 7.123 2.081 7.244 -0.08 0.29 -1.08 0.4140
C 4.029 0.425 1.949 1.42 -0.83 1.42 0.1982
H 0.001 -9.674 1.671 -0.16 0.77 -0.50 0.3627
C -0.238 -5.845 -4.273 1.97 1.61 0.38 -0.5040
C -0.457 1.813 4.418 -0.11 -0.60 -0.17 -0.6406
C 7.251 3.074 5.283 1.53 0.76 -1.31 -0.4229
H -2.863 -1.741 -3.791 -0.83 0.30 0.30 0.8484
C -7.313 3.612 -3.382 0.06 -0.28 0.96 0.0749
C 1.422 -7.720 -0.718 -0.88 -0.85 1.37 -0.5649
H 2.903 -0.850 8.331 -0.20 0.41 0.12 0.4185
H -1.347 -8.447 -2.262 0.34 0.04 0.11 0.3610
C -3.056 -3.100 3.144 -0.16 0.55 -1.50 -0.2049
C 4.339 -0.742 -3.004 1.54 -0.19 -0.54 -0.2036
C 2.957 4.645 -1.988 -1.85 0.15 -1.09 -0.8915
C -6.059 2.139 0.304 -0.13 -0.34 -0.21 -0.2747
C -3.457 3.789 -3.041 1.12 -0.16 0.16 -1.3679
H 1.831 -5.875 -4.822 0.50 0.09 -0.32 0.4266
C -3.955 6.997 -0.947 1.36 0.44 0.21 0.2743
H -1.261 5.070 -0.974 -0.29 -0.43 -0.16 0.4440
C 3.641 -4.939 2.050 1.46 0.12 1.34 -0.6497
H 3.574 -1.787 1.417 0.48 1.67 0.77 0.0636
H -1.386 2.348 4.200 0.35 -0.13 0.00 0.4250
H 2.736 1.539 -4.197 -1.25 0.44 0.18 -0.0843
N 5.077 1.915 -2.779 0.14 0.47 0.29 -0.4114
H -2.247 6.298 -4.917 -0.16 0.06 -0.06 0.3854
C 6.226 0.593 2.962 0.56 2.73 1.94 -0.2327
H 2.180 -3.472 -4.229 0.57 0.43 0.29 0.6009
H -0.080 -3.255 1.540 0.29 0.33 0.49 -0.0005
C -4.989 -0.216 0.964 -0.04 -1.43 -0.57 0.2795
C -4.785 0.828 1.812 2.01 -0.91 1.09 -0.2267
C -6.701 4.840 -3.213 0.14 0.46 -0.05 -0.1837
C 0.642 1.432 -3.561 -1.27 0.29 -1.14 -0.4259
C 1.679 1.895 -4.322 2.03 -0.05 -0.46 0.1074
H -1.115 -0.127 3.618 -0.12 0.09 0.25 0.4942
C 3.441 3.839 0.241 -1.35 0.10 -0.75 -0.4837
N -2.727 3.874 -1.913 0.27 1.12 -0.39 0.3355
H -3.166 0.586 -7.362 0.05 -0.41 -0.38 0.4197
H 3.122 0.890 1.654 -0.78 0.28 -0.38 1.0218
C -0.662 1.767 -3.968 2.13 0.86 -0.49 0.5269
C -2.967 -0.783 -5.676 -0.28 0.39 1.51 -0.4490
N -0.356 -3.601 3.564 0.19 -0.95 2.86 -0.4315
H 3.255 5.152 -2.925 -0.21 -0.44 0.65 0.3943
C 5.519 -1.430 2.290 -1.30 -0.83 0.30 -0.4436
H 4.952 -4.761 -1.012 -0.33 0.10 0.08 0.4743
C -0.344 0.429 4.143 0.60 1.43 0.39 -0.0776
H 2.325 -7.195 -0.837 1.01 0.70 -0.82 0.6926
H -6.108 -0.872 -0.787 0.56 -0.01 0.14 0.3355
C 5.379 4.087 4.434 1.42 -0.02 0.17 -0.6297
C -7.632 3.110 -4.625 0.37 1.05 -0.84 -0.2083
N 6.464 -0.690 2.869 0.03 -1.09 -0.64 -0.5664
C -2.909 7.910 -0.819 0.25 0.81 0.07 -0.6220
H -2.403 -2.660 1.078 0.12 -0.01 0.67 0.3872
H 5.718 -2.524 2.236 -0.04 0.89 -0.05 0.3132
C -2.490 8.291 0.474 0.54 -0.14 -1.55 -0.3739
N 2.185 3.390 0.371 0.61 0.18 0.42 -0.1928
C 1.257 -8.267 0.578 -0.07 -0.48 -1.33 -0.3574
H -1.744 2.763 -5.527 -0.41 0.41 0.31 0.6037
C 4.216 -4.704 -0.205 0.84 0.39 -2.28 -0.3142
C 2.912 -4.361 -0.467 -1.59 -0.23 0.52 -0.4309
H -4.115 0.665 2.699 -0.88 0.37 -0.83 0.3171
C -2.419 5.648 -4.069 0.48 -0.47 -0.42 -0.8322
H -1.815 -9.546 -0.067 0.02 -0.15 -0.25 0.3956
H 6.576 -0.281 6.074 -0.23 -0.40 0.31 0.2778
H 5.737 1.804 -4.700 0.23 0.15 -0.19 0.3461
H 4.852 -0.428 -5.125 0.59 -0.38 0.19 0.3872
C -3.551 0.220 -6.425 1.26 -0.58 0.25 -0.7182
C -1.840 4.891 -1.887 -0.06 -0.49 -0.04 -0.8382
C 4.224 -0.974 1.888 1.48 -0.34 -0.70 -0.1104
C 1.430 2.780 -5.353 0.54 0.05 -0.47 -0.6387
N 0.508 -0.068 0.433 -0.29 -1.82 -1.25 0.8430
C 1.257 -3.963 -4.021 -0.60 0.95 0.54 -1.2378
H -2.764 0.843 -1.401 -0.46 0.20 -0.05 0.5915
H -1.357 -6.900 2.669 0.77 -0.75 1.51 0.6125
H -4.513 -1.196 1.169 -0.57 0.65 -0.28 0.1501
H 3.562 3.879 5.692 1.20 0.06 -0.71 0.2363
C 1.071 -5.235 -4.422 -2.68 -2.40 -0.03 -0.2617
H 2.245 3.087 -6.012 -0.14 0.21 0.34 0.4075
C -7.430 3.963 -5.756 0.24 -0.50 2.64 -0.4521
H -5.064 1.643 -6.410 -0.52 1.09 -0.58 0.4905
H -0.632 -6.209 0.510 1.02 0.23 -0.24 0.6629
C -1.173 -0.580 -1.247 -0.75 0.60 0.28 -0.2697
C 4.620 -4.982 1.053 0.42 -0.88 2.09 -0.6792
H -0.343 -6.863 -4.582 -0.36 -0.40 -0.03 0.4441
H 4.092 3.640 1.119 -0.22 0.37 -0.98 -0.0483
H 4.945 4.648 3.637 -0.27 0.41 -0.46 0.5829
H -6.031 1.034 -4.235 1.11 -0.17 -0.19 0.2229
C -0.175 0.995 0.749 0.68 2.71 0.66 0.0071
H -2.210 -5.114 -0.982 -0.26 0.37 -0.58 0.5701
C 0.108 -9.024 0.780 -0.37 -0.71 -0.54 -0.3785
C -0.755 -3.208 2.401 -1.83 0.23 -2.12 0.5555
H 0.920 4.193 -2.593 -0.55 0.27 -0.50 0.7895
H -2.484 8.348 -1.725 -0.05 -0.07 0.38 0.4377
C 4.656 3.705 5.521 -1.55 -1.50 2.37 -0.0035
C 0.873 -0.192 4.436 -1.36 0.19 -1.08 -0.3172
C -2.606 -5.495 -0.064 2.37 -0.79 0.83 -0.6748
H -7.489 3.044 -2.492 -0.13 -0.57 0.27 0.2364
C -2.107 -2.916 2.107 -0.43 -0.50 1.13 0.0812
H -1.729 9.044 0.724 -0.30 -0.36 -0.66 0.3788
C 6.629 2.613 6.400 -1.67 -0.61 2.26 -0.3227
H -0.775 6.505 -2.817 -0.91 -0.68 -0.50 0.4603
H -3.806 -6.904 3.204 -0.38 -0.51 0.28 0.4387
N -4.368 -6.051 1.412 0.59 -0.37 0.98 -0.6143
H 4.941 0.631 7.668 -0.36 0.67 0.09 0.4862
H -4.230 6.676 -1.961 -0.31 -0.02 0.59 0.2674
H 0.276 -2.355 -2.903 0.28 0.27 -0.37 0.6218
C -1.582 5.744 -2.965 -0.17 0.37 0.61 -0.3922
H 0.875 0.729 -2.819 -0.14 -0.78 1.25 1.0232
H 4.600 2.539 7.346 0.88 0.43 -0.57 0.5067
H 3.856 -5.112 3.110 0.22 -0.12 -0.46 0.5280
H -3.974 4.445 -5.054 0.58 0.10 1.09 0.4788
H 0.245 3.332 -0.437 1.09 -0.08 -0.14 -0.2465
H -0.952 -4.122 5.560 0.43 0.28 -0.57 0.4083
N -6.389 1.074 -0.502 0.22 3.17 1.09 -0.4169
H -1.558 -1.224 -2.028 0.04 -0.08 0.07 -0.1714
H -4.044 2.944 -3.223 -1.17 -1.43 0.64 0.8768
C 4.514 1.258 -1.787 0.18 0.14 0.73 -0.1478
C 5.818 -0.937 6.521 -0.74 1.62 0.34 0.0721
H -4.702 -5.027 -0.331 0.36 0.02 0.13 0.4475
H 6.968 1.256 3.549 -0.92 -1.33 -1.26 0.2357
C -0.589 -8.426 -1.473 -1.06 -1.09 0.67 0.0137
H -1.512 1.399 -3.492 -1.25 -0.63 0.69 0.3277
H -7.995 2.090 -4.635 -0.19 0.10 -0.55 0.5028
H -5.007 2.888 2.082 -0.22 0.54 -0.17 0.4662
H -3.257 -3.600 5.258 -1.00 -0.30 0.76 0.6136
C 4.797 -0.368 7.342 0.40 -1.55 -0.74 -0.3267
C -3.068 7.639 1.514 -0.25 1.35 2.62 -0.4046
H 0.648 3.563 5.025 0.02 0.50 0.40 0.3623
N 0.559 -7.837 -1.723 0.92 1.01 0.05 -0.3935
N -6.479 5.603 -4.259 -0.20 1.14 -0.45 -0.4623
C -4.147 6.813 1.338 0.63 0.22 -0.88 -0.3693
C -2.640 -3.536 4.412 1.87 0.71 -1.63 -0.9553
H 4.161 -1.811 -3.021 -0.40 0.02 -0.35 0.5030
C 5.780 -2.268 6.257 -1.05 -1.47 1.35 -0.5738
H 4.270 1.783 -0.889 0.07 0.60 0.37 0.5996
N -1.041 -3.818 -3.326 -0.06 0.37 0.91 0.0943
H 1.542 -4.620 2.491 0.68 0.32 -0.18 0.2075
C -5.073 0.604 -4.609 -0.77 -1.68 0.74 -0.4112
N 1.765 1.841 5.217 1.32 0.91 0.26 -0.2018
C -3.922 -5.454 0.308 -0.71 -0.55 -0.14 -0.2741
C -1.344 1.403 0.124 -0.99 -1.02 -0.75 -0.7061
C 5.313 1.237 -3.888 -0.06 0.19 -0.78 -0.4668
N 6.692 3.803 4.315 -0.71 -0.24 0.06 -0.5645
H 8.314 2.883 5.110 -0.22 -0.04 0.22 0.4174
C 0.659 2.496 4.941 -1.28 -1.70 -0.89 -0.4121
C -5.245 2.058 1.444 -1.23 0.68 -0.77 -0.5380
H -7.592 3.655 -6.749 -0.43 -0.27 -0.99 0.4949
C 1.626 4.170 -1.801 2.04 0.78 -1.48 0.3869
C -5.804 -0.023 -0.166 0.24 -2.87 0.26 -0.5167
C 0.176 -3.314 -3.397 0.16 0.05 -0.22 -0.0917
C -0.862 -9.078 -0.269 1.00 0.61 1.20 -0.5211
C -1.267 -3.752 4.575 -0.39 0.11 -0.79 -0.7579
H 3.814 -0.577 -0.898 0.33 0.34 -0.60 0.1180
H -2.124 -1.365 -5.998 0.26 -0.07 -0.22 0.5021
N 4.862 -3.102 6.849 0.92 0.58 -1.32 -0.6415
H 4.827 4.960 -1.018 -0.61 -0.46 -0.03 0.3550
H 6.531 -2.779 5.697 0.40 -0.06 -0.47 0.4539
C 1.312 3.598 -0.631 -1.17 -0.63 1.78 0.1932
H -6.518 3.070 0.003 0.14 0.21 0.10 0.3670
C -0.783 2.640 -5.054 -0.98 -1.05 0.49 -1.1559
C 3.861 -2.543 7.490 1.93 1.96 -1.08 -0.3855
C 1.902 0.552 4.935 -0.76 0.59 0.52 -1.1271
C 5.046 1.214 2.583 -1.36 -1.00 -1.62 -0.0537
H -2.833 8.010 2.526 0.04 -0.58 -0.42 0.3510
H -1.829 2.327 0.398 -0.11 0.06 0.01 0.7018
C -0.028 -0.873 -0.570 0.86 1.02 2.19 -0.7712
H 2.842 0.128 5.161 0.95 -0.48 0.14 1.0402
H 0.970 -1.196 4.102 0.42 -0.87 0.11 0.4533
C 2.357 -4.575 1.747 -0.94 -0.95 0.57 -0.1186
C -2.090 -6.526 2.034 -0.07 -0.02 -1.71 -0.9672
H -6.371 5.282 -2.250 -0.30 -0.76 -0.49 0.2112
C -3.354 4.597 -4.136 0.39 1.82 -0.95 0.3191
H 2.519 -4.174 -1.480 0.40 -0.06 0.51 0.0609
N 0.215 3.184 -5.701 0.75 0.19 -0.70 -0.6337
C 5.265 2.900 6.531 -0.51 0.86 -0.91 -0.0999
C 3.814 4.521 -0.958 2.30 0.00 2.14 -0.2613
C 4.943 -0.070 -4.105 -1.68 -0.49 0.98 -0.6271
C -6.911 5.218 -5.461 0.32 0.08 -0.52 -0.4744

Maximum force
In order: 3.415, 3.598
Unit: eV/A
Highest occupied orbital energy
In order: -8.96, -9.19
Unit: eV